(1)
Here is the molecule C5H8N2O in a non-equilibrium geometry from the Open Molecules 2025 dataset. Energies are from wB97M-V/def2-TZVPD.

Positions of all 16 atoms, in Å:
O 0.08789 -1.77313 1.03859
C 0.07612 -1.02283 0.13418
N 0.30859 -1.35104 -1.27531
C 1.18740 -0.21554 -1.80703
C -0.18145 -0.08095 -1.97847
N -0.35167 0.36683 0.38211
C 0.29923 0.73952 1.67275
C -1.14148 0.70133 1.58201
H 1.56644 0.33801 -0.77191
H 1.96802 -0.56268 -2.54060
H -0.57494 -0.36263 -2.85166
H -0.90055 0.62575 -1.51043
H 0.68445 1.72487 1.77709
H 0.39048 -0.25924 2.40903
H -1.98351 1.53065 1.58173
H -1.43502 -0.39893 2.15794

## Properties
SMILES = O=C(N1CC1)N1CC1
LUMO level = 0.038 Eh
Kohn-Sham gap = 10.8 eV

(2)
Here is a structure of composition C3H4Br3F in a non-equilibrium geometry from the Open Molecules 2025 dataset. Energies are from wB97M-V/def2-TZVPD.

Positions of all 11 atoms, in Å:
C 0.12569 -1.45393 0.08223
C 1.32093 -0.85232 0.10837
C 2.08134 0.50730 -0.62923
F 1.80365 0.65468 -1.99167
Br -1.75579 3.29554 -0.53266
Br 1.50410 1.97394 0.38613
Br 4.02086 0.31447 -0.55307
H -0.22824 -2.30731 0.66761
H -0.61529 -0.96972 -0.48168
H 2.12239 -1.41684 0.67242
H -0.77940 2.30871 0.10560

## Properties
LUMO level = 0.006 Eh
Kohn-Sham gap = 10.7 eV

(3)
Here is a structure of composition C14H22CaF6N7O6S3 in a non-equilibrium geometry from the Open Molecules 2025 dataset. Energies are from wB97M-V/def2-TZVPD.

Positions of all 59 atoms, in Å:
Ca -0.83621 -0.06895 0.43495
C -2.48503 1.14362 3.50603
O -1.27096 0.81560 2.83166
C -0.26525 0.39240 3.75171
C 0.97897 0.09914 2.95939
O 0.66421 -0.85382 1.92946
C 0.89855 -2.21787 2.27087
H -2.31177 1.96026 4.21029
H -2.86617 0.27268 4.04561
H -3.20239 1.45576 2.75276
H -0.62831 -0.48600 4.29811
H -0.06322 1.18507 4.48039
H 1.78507 -0.29823 3.57778
H 1.34124 0.99880 2.46134
H 1.97369 -2.40313 2.29343
H 0.43670 -2.83806 1.50401
H 0.44530 -2.45612 3.23518
F -2.65822 -1.69206 1.92882
C -3.85398 -1.81527 1.31038
F -3.93452 -3.00800 0.75943
F -4.80543 -1.66151 2.20825
S -4.04433 -0.43836 0.02782
O -2.97157 0.50849 0.39223
O -5.39647 -0.04123 0.15019
N -3.70713 -1.08180 -1.40297
S -2.18645 -1.34727 -1.70748
O -1.50304 -2.06667 -0.60293
O -1.38066 -0.18677 -2.08787
C -2.32686 -2.48526 -3.15069
F -3.11202 -3.49215 -2.84093
F -2.79391 -1.82139 -4.18500
F -1.10042 -2.93126 -3.41485
C 2.62958 -2.71320 -3.77356
C 3.38894 -2.05264 -2.68624
N 4.67312 -1.91426 -2.63444
N 4.88911 -1.25906 -1.45193
C 3.77883 -0.97453 -0.75596
S 3.66957 -0.18896 0.71827
N 2.80034 -1.49602 -1.57031
N 1.43847 -1.48558 -1.27289
H 3.32992 -2.99568 -4.55541
H 1.88037 -2.04746 -4.20551
H 2.12354 -3.61189 -3.41723
H 5.82278 -1.02794 -1.16055
H 1.09937 -2.43962 -1.20530
H 0.96021 -1.03731 -2.05030
N 1.21070 5.89378 -1.22781
C 0.85417 4.65343 -0.82594
C 1.64361 3.53339 -1.12153
C 1.23429 2.29792 -0.68517
N 0.11144 2.07875 0.01916
C -0.63626 3.15975 0.29926
C -0.31854 4.43816 -0.08618
H 2.04287 6.04693 -1.76651
H 0.63719 6.69188 -1.02661
H 2.56917 3.62815 -1.67220
H 1.85683 1.43113 -0.87270
H -1.53838 2.99257 0.87803
H -0.97063 5.25769 0.18217

## Properties
Net charge = +1
LUMO level = -0.075 Eh
Kohn-Sham gap = 8.6 eV

(4)
Here is the molecule C5H10N2 in a non-equilibrium geometry from the Open Molecules 2025 dataset. Energies are from wB97M-V/def2-TZVPD.

Positions of all 17 atoms, in Å:
C -1.70811 -1.98235 0.40968
N -0.96924 -0.97836 0.58909
C -0.32089 -0.43184 -0.54938
C -0.98564 0.03888 -1.59916
C 1.15147 -0.08350 -0.42148
C 1.36482 1.26431 0.37252
N 0.79265 1.15964 1.72299
H -2.11492 -2.45420 1.31135
H -1.89291 -2.48769 -0.53638
H -0.46095 0.44464 -2.45608
H -2.01515 0.36603 -1.56121
H 1.64969 -0.78097 0.26490
H 1.61526 -0.03981 -1.40512
H 2.42339 1.50400 0.38895
H 0.93322 2.05215 -0.25281
H 0.35421 2.04518 1.92757
H 0.18310 0.36390 1.79457

## Properties
SMILES = C=NC(=C)CCN
LUMO level = 0.036 Eh
Kohn-Sham gap = 9.8 eV

(5)
Here is a cluster of 2 separate species, CH3F3Si in total in a non-equilibrium geometry from the Open Molecules 2025 dataset. Energies are from wB97M-V/def2-TZVPD.

Positions of all 8 atoms, in Å:
C -2.22411 0.03316 0.30107
F -2.70349 1.14617 -0.25841
F -2.98540 -1.01878 -0.12552
F -1.00439 -0.11769 -0.22209
Si 3.19672 -0.13868 -0.21568
H 3.86281 -0.54815 -1.49467
H -2.34767 0.19765 1.32170
H 4.20551 0.44632 0.69359

## Properties
LUMO level = -0.039 Eh
Kohn-Sham gap = 7.3 eV

(6)
Here is a structure of composition C55H45F3IN5O3P2Ti in a non-equilibrium geometry from the Open Molecules 2025 dataset. Energies are from wB97M-V/def2-TZVPD.

Positions of all 115 atoms, in Å:
Ti 11.66890 11.45954 11.88695
I 8.05999 11.29109 10.59920
C 8.63802 13.07246 9.80959
C 7.87099 13.57091 8.75616
C 8.03634 14.88774 8.33092
C 9.04566 15.61250 8.87969
C 9.97356 15.07316 9.81716
C 11.19806 15.78875 10.10704
C 12.18587 15.21614 10.85137
C 11.93224 13.94382 11.44407
C 10.80529 13.17172 11.14657
C 9.75757 13.79672 10.36892
H 7.17588 12.91199 8.25745
H 7.35662 15.32978 7.57362
H 9.32455 16.60696 8.47317
H 11.29540 16.73158 9.54731
H 13.16344 15.70256 11.01354
H 12.84312 13.57545 11.93779
C 11.05248 10.75030 8.13885
C 10.58676 9.34133 8.45190
C 11.68035 8.48427 8.96430
C 12.36354 7.58255 8.14313
C 13.45830 6.88230 8.55081
C 13.90040 7.04893 9.83065
C 13.23001 7.94472 10.69769
C 13.68334 8.20550 12.12668
C 14.91624 7.43185 12.53893
C 12.12098 8.69267 10.23982
N 11.37429 9.49462 11.24980
C 10.56156 8.76338 11.92503
C 9.94746 9.39383 13.08560
C 8.96019 8.99863 13.97724
C 8.73399 10.07205 14.82895
C 9.59704 11.10315 14.40124
N 10.31367 10.73753 13.33698
H 10.17691 11.38666 8.16021
H 11.62659 10.77714 7.24515
H 11.71550 11.07135 8.92431
H 10.05366 8.89724 7.56505
H 9.83986 9.32806 9.20714
H 11.98058 7.41566 7.19171
H 13.96670 6.16282 7.96922
H 14.68151 6.40226 10.21197
H 12.84252 7.98680 12.86698
H 13.82555 9.25367 12.21775
H 14.90157 6.33668 12.24897
H 15.00694 7.53860 13.63840
H 15.79781 7.83796 12.04039
H 10.32020 7.73280 11.66709
H 8.44136 8.07850 14.07572
H 8.07277 10.19964 15.69750
H 9.73793 12.01259 14.99754
O 12.89610 11.86614 13.37029
N 13.08936 10.62912 13.89177
C 13.88019 10.66013 14.93433
C 14.42071 11.88628 15.46364
N 14.83557 12.80806 15.96937
C 14.18081 9.47849 15.70062
N 14.52497 8.54299 16.30625
C 9.10070 15.98995 16.57861
P 9.77623 14.84841 15.22039
C 11.20057 15.78968 14.62120
C 11.20607 16.87393 13.75498
C 12.37563 17.44387 13.20700
C 13.61190 16.86201 13.53281
C 13.60526 15.79836 14.41406
C 12.46039 15.27186 14.89279
C 8.45802 15.11550 13.95328
C 7.80338 13.98325 13.44217
C 6.77254 14.12901 12.53296
C 6.31761 15.40142 12.19285
C 6.92026 16.53565 12.65718
C 7.92830 16.38656 13.60678
P 9.59666 15.53430 18.28444
C 11.39566 16.04853 18.24765
C 12.28820 15.12227 18.80674
C 13.63980 15.31050 18.81467
C 14.13702 16.45012 18.18680
C 13.24317 17.35138 17.56564
C 11.89078 17.14639 17.56543
C 8.78956 16.94224 19.14108
C 7.45177 17.37140 18.82450
C 6.86544 18.37633 19.63615
C 7.53866 18.90082 20.74737
C 8.84073 18.55538 20.93482
C 9.45179 17.62730 20.16104
H 8.01473 15.82848 16.50210
H 9.30682 17.00786 16.30557
H 10.29475 17.31981 13.41398
H 12.27684 18.21052 12.51841
H 14.56152 17.25504 13.14747
H 14.54050 15.34118 14.61272
H 12.39937 14.39852 15.55812
H 8.18369 13.02719 13.71481
H 6.15887 13.25723 12.34096
H 5.51709 15.45124 11.36771
H 6.55139 17.55562 12.36810
H 8.29819 17.21540 14.17012
H 11.91556 14.24636 19.25498
H 14.36739 14.63234 19.24466
H 15.21418 16.60657 18.14067
H 13.66008 18.12386 16.92193
H 11.22080 17.77205 16.98467
H 6.91704 16.95438 17.99084
H 5.80156 18.68754 19.40772
H 7.01407 19.62616 21.31795
H 9.28491 18.98152 21.82552
H 10.44604 17.25132 20.32916
F 15.69049 9.90824 9.43312
C 15.16567 11.11790 9.48600
F 14.28817 11.27598 8.53062
F 16.16918 11.95763 9.34005
C 14.50565 11.48139 10.84369
O 15.18166 11.89884 11.74943
O 13.22844 11.22621 10.81450

## Properties
LUMO level = -0.045 Eh
Kohn-Sham gap = 7.2 eV

(7)
Here is a structure of composition C11H33Cl2MnO14P3 in a non-equilibrium geometry from the Open Molecules 2025 dataset. Energies are from wB97M-V/def2-TZVPD.

Positions of all 64 atoms, in Å:
Mn -0.01222 -0.35738 0.64870
Cl -1.20942 -2.66816 0.99235
Cl 0.85686 1.88204 -0.07100
C 1.94387 -4.05263 -1.01653
O 3.16014 -3.32912 -0.65569
P 3.01494 -1.77439 -0.38380
O 1.91040 -1.31911 0.46648
O 4.45133 -1.23611 0.02535
C 4.70635 0.14476 -0.10140
O 2.85453 -1.16109 -1.85768
C 3.56583 -1.64963 -2.99482
H 1.91010 -4.28340 -2.08083
H 1.07385 -3.42873 -0.80178
H 1.98900 -4.94599 -0.40513
H 3.87099 0.80487 0.14846
H 5.13557 0.45444 -1.05183
H 5.42980 0.45388 0.65891
H 2.85609 -1.93323 -3.77321
H 4.19189 -2.52117 -2.80913
H 4.16187 -0.79612 -3.31863
C -1.87236 2.31180 3.75455
O -2.61576 2.68989 2.59634
P -3.04960 1.51354 1.58267
O -2.04659 0.52257 1.18273
O -4.29987 0.82472 2.32229
C -5.15431 1.54204 3.20268
O -3.73791 2.40059 0.45975
C -2.91567 3.30628 -0.26155
H -1.93390 1.24370 3.97149
H -2.36691 2.85822 4.56226
H -0.80985 2.54489 3.70965
H -5.37689 1.02501 4.13266
H -6.08513 1.71244 2.65375
H -4.80002 2.54299 3.44839
H -3.03498 3.14802 -1.32945
H -1.84042 3.23935 -0.04990
H -3.08226 4.35225 0.00852
C -0.75613 -2.92529 -4.58638
O -0.65768 -2.49379 -3.22512
P -0.56271 -0.95964 -2.84538
O -0.29614 -0.66479 -1.42610
O 0.52336 -0.38817 -3.84878
C 1.12108 0.92128 -3.74304
O -1.96541 -0.35477 -3.34664
C -2.34854 0.97587 -3.10479
H -1.83169 -3.02606 -4.77404
H -0.31387 -3.90500 -4.74970
H -0.34723 -2.19216 -5.28071
H 1.26555 1.16223 -2.68685
H 0.57171 1.66101 -4.31384
H 2.13433 0.76640 -4.11441
H -3.21564 0.98895 -2.43751
H -2.67896 1.49626 -4.00908
H -1.54482 1.57480 -2.66482
C 0.75624 -0.02368 5.04637
C 1.24537 -0.46649 3.68326
O 0.59601 0.25532 2.62881
O 1.33479 1.25925 5.26828
H 1.10628 -0.76355 5.77789
H -0.32474 0.06448 5.15965
H 1.09519 -1.53653 3.55693
H 2.32719 -0.32271 3.68507
H 0.90085 1.17260 2.70167
H 1.02632 1.66214 6.08359

## Properties
2S+1 = 6
LUMO level (spin up / spin down) = 0.022 / 0.022 Eh
Kohn-Sham gap (spin up / spin down) = 8.1 / 8.4 eV

(8)
Here is the molecule C4H6N2O from the Open Molecules 2025 dataset. Energies are from wB97M-V/def2-TZVPD.

Positions of all 13 atoms, in Å:
C -2.35577 -0.07710 0.01140
C -0.87452 0.00868 -0.21082
C 0.11307 0.27028 0.62505
C 1.42220 0.51708 0.53353
N 2.46477 -0.32062 0.84424
N -0.51391 -0.19170 -1.62992
O 0.65655 -0.09365 -1.89598
H -2.81477 -0.67878 -0.77973
H -2.59119 -0.52007 0.98170
H -2.81544 0.91775 -0.02562
H 1.71348 1.54575 0.32028
H 3.34641 -0.07030 0.42161
H 2.26505 -1.30965 0.78116

## Properties
SMILES = CC(=C=CN)N=O
LUMO level = -0.011 Eh
Kohn-Sham gap = 8.2 eV

What are the energy relative to the best compared isomer or geometry (same formula, charge and spin) values for these records? In order: 586.22, 168.75, 115.33, 172.03, 858.78, 0.00, 62.98, 455.57 kJ/mol.